103
Properties=species:S:1:pos:R:3:lowdin_charge:R:1 method="wB97M-V/def2-TZVPD" charge=-1 orbital_gap_ev=7.363 total_energy_ev=-212869.874 e_lumo_ev=2.44 homo_ha=-0.18109 de_lowest_ev=0.891
Ga 1.26 -0.48 -0.39 0.205
C 0.03 2.01 -4.35 -0.247
C -1.82 1.29 -3.04 -0.514
C -2.42 0.05 -3.71 -0.086
P -1.91 0.96 -1.22 1.190
C -3.65 1.55 -0.78 -0.536
C -4.17 0.57 0.23 -0.153
C -3.72 3.07 -0.45 -0.094
C -0.81 2.33 -0.63 -0.265
C -0.72 3.62 -1.09 -0.062
C 0.09 4.62 -0.52 -0.287
C 0.26 5.95 -1.13 -0.060
C 0.74 4.32 0.64 -0.071
C 0.70 3.03 1.17 -0.025
C 0.03 2.01 0.47 -0.306
N 0.22 0.65 0.80 -0.019
C -0.59 0.18 1.76 -0.284
C -1.29 0.98 2.67 -0.043
C -2.07 0.56 3.70 -0.060
C -2.27 -0.80 3.90 -0.289
C -3.09 -1.30 5.08 -0.059
C -1.63 -1.66 3.05 -0.086
C -0.85 -1.26 1.95 -0.256
P -0.05 -2.46 0.82 1.144
C -1.52 -3.27 -0.02 -0.526
C -2.87 -3.47 0.69 -0.107
C -1.05 -4.55 -0.60 -0.160
C 0.73 -3.75 1.97 -0.488
C -0.24 -4.72 2.67 -0.130
C 1.61 -3.09 3.07 -0.114
H 1.06 1.89 -4.54 0.114
H -0.56 1.77 -5.22 0.129
H 0.72 3.61 -3.59 0.082
H -2.22 2.25 -3.35 0.114
H -1.78 -0.73 -3.33 0.039
H -3.44 -0.22 -3.42 0.070
H -2.39 0.07 -4.82 0.087
H -4.22 1.48 -1.69 0.090
H -3.74 0.61 1.22 0.059
H -5.29 0.61 0.37 0.085
H -3.95 -0.44 -0.18 0.056
H -3.07 3.29 0.38 0.067
H -3.36 3.48 -1.38 0.055
H -4.75 3.37 -0.26 0.074
H -1.32 3.87 -1.95 0.098
H 1.05 6.62 -0.63 0.105
H 0.59 5.87 -2.18 0.080
H -0.63 6.53 -1.15 0.059
H 1.28 5.06 1.22 0.111
H 1.28 2.75 2.04 0.123
H -1.18 2.04 2.52 0.097
H -2.64 1.26 4.27 0.106
H -2.48 -1.72 5.88 0.071
H -3.70 -0.48 5.47 0.064
H -3.77 -2.12 4.81 0.072
H -1.70 -2.75 3.08 0.092
H -1.75 -2.54 -0.79 0.082
H -2.87 -4.31 1.42 0.067
H -3.18 -2.59 1.22 0.043
H -3.66 -3.83 -0.02 0.091
H -0.91 -5.40 0.10 0.090
H -1.74 -4.97 -1.34 0.087
H -0.16 -4.41 -1.18 0.038
H 1.44 -4.24 1.27 0.107
H -0.40 -4.34 3.68 0.065
H -1.22 -4.72 2.12 0.027
H 0.16 -5.79 2.74 0.104
H 1.04 -2.37 3.62 0.060
H 1.95 -3.90 3.77 0.090
H 2.51 -2.57 2.74 0.037
O 5.15 -0.52 -0.18 -0.231
As 4.07 -0.53 1.21 0.936
O 4.76 -1.32 2.48 -0.460
O 2.65 -1.27 0.66 -0.428
C 3.86 1.35 1.57 -0.247
C 4.18 1.77 2.87 -0.110
C 4.40 3.09 3.19 -0.115
C 4.18 4.09 2.28 -0.119
C 3.87 3.79 0.99 -0.135
C 3.66 2.42 0.64 -0.492
S 3.14 2.17 -1.02 0.930
O -0.11 3.40 -4.02 -0.044
O -0.43 1.20 -3.30 -0.167
O 2.57 0.69 -1.04 -0.642
H 4.78 0.07 -0.84 -0.002
H 4.48 0.96 3.58 0.107
H 4.58 3.25 4.27 0.108
H 4.20 5.11 2.57 0.093
H 3.48 4.53 0.27 0.106
C 2.33 -3.10 -2.15 0.035
C 1.46 -2.11 -2.97 -0.381
O 0.85 -1.14 -2.21 -0.148
C 2.40 -1.37 -4.06 -0.499
F 1.75 -0.40 -4.65 0.177
F 2.91 -2.25 -5.04 0.078
F 3.49 -0.90 -3.45 0.152
C 0.25 -2.81 -3.67 -0.520
F 0.71 -4.01 -4.19 0.104
F -0.33 -2.18 -4.69 0.164
F -0.73 -3.08 -2.80 0.120
H 2.81 -2.51 -1.37 0.076
H 3.07 -3.50 -2.83 0.092
H 1.64 -3.81 -1.75 0.065